1.
ORCA calculation (the ωB97M-V functional and the def2-TZVPD basis) on one molecule with the formula CH3BrClN.

The geometry in XYZ format:
```
7
Properties=species:S:1:pos:R:3:mulliken_charge:R:1
Cl -2.01541 0.49214 0.02448 -0.162
C -0.48787 -0.28311 -0.32587 -0.271
N 0.58579 0.56371 0.27400 -0.403
Br 2.31075 -0.11781 0.04458 -0.052
H -0.48680 -1.43752 0.02545 0.276
H -0.24805 -0.13116 -1.30722 0.334
H 0.34160 0.91375 1.26459 0.278
```

The SMILES is ClCNBr. For the LUMO energy, the calculation gives 0.31 eV.

2.
ORCA calculation (the ωB97M-V functional and the def2-TZVPD basis) on a 2-piece molecular cluster, CH3BrClN overall.

The geometry in XYZ format:
```
7
Properties=species:S:1:pos:R:3:mulliken_charge:R:1
C -0.29969 0.02796 0.95181 -0.546
N 0.67794 0.32738 -0.92742 -0.289
Cl 1.66574 -1.11204 -0.94898 -0.070
Br -0.70555 0.48749 -2.08380 0.023
H -0.36411 1.10276 1.03523 0.278
H -1.21043 -0.25577 0.39534 0.253
H 0.23611 -0.57778 1.57782 0.351
```

For the LUMO energy (alpha / beta), the calculation gives -0.61 / -0.61 eV.

3.
ORCA calculation (the ωB97M-V functional and the def2-TZVPD basis) on a 2-piece molecular cluster, CH3BrClN overall.

The geometry in XYZ format:
```
7
Properties=species:S:1:pos:R:3:mulliken_charge:R:1
C -1.21945 1.30359 -0.59381 -0.146
N -0.23317 0.54422 -0.72023 -0.296
Br 1.32933 0.86609 0.22587 -0.051
H -1.28443 2.19076 0.03462 0.245
H -2.09616 1.04334 -1.17578 0.254
Cl 1.60130 -3.41481 1.55085 -0.241
H 1.90258 -2.53320 0.67848 0.234
```

The SMILES is C=NBr.Cl. For the LUMO energy, the calculation gives 0.49 eV.

Most stable = 3

1.
ORCA calculation (the ωB97M-V functional and the def2-TZVPD basis) on a 2-piece molecular cluster, CH8NO overall.

The geometry in XYZ format:
```
11
Properties=species:S:1:pos:R:3:mulliken_charge:R:1
N -1.91647 0.44044 -0.42270 -0.480
H -2.57346 0.72235 -1.15426 0.381
H -1.14889 1.12943 -0.47112 0.364
H -1.42547 -0.41299 -0.70897 0.379
H -2.38040 0.44437 0.48113 0.343
C 1.53630 -0.05117 0.76942 -0.544
O 0.58289 -0.45206 -0.24971 -0.528
H 1.04986 -0.24947 1.71611 0.231
H 1.71154 1.01696 0.69665 0.256
H 2.44229 -0.63067 0.67550 0.291
H 1.08475 -0.80834 -0.99995 0.305
```

The net charge is +1. For the LUMO energy, the calculation gives -4.03 eV.

2.
ORCA calculation (the ωB97M-V functional and the def2-TZVPD basis) on a 2-piece molecular cluster, CH8NO overall.

The geometry in XYZ format:
```
11
Properties=species:S:1:pos:R:3:mulliken_charge:R:1
N 1.47076 0.31243 -1.11470 -0.490
H 0.79930 0.76380 -1.63219 0.341
H 2.33654 0.88769 -1.16639 0.388
H 1.08691 0.25473 -0.05020 0.422
H 1.47395 -0.61104 -1.45801 0.353
C -1.54756 -0.24958 0.67853 -0.463
O -0.17682 0.01577 1.21733 -0.575
H -1.68819 0.69328 0.14023 0.183
H -1.25811 -1.12424 0.01979 0.260
H -2.40730 -0.34256 1.51000 0.290
H -0.08949 -0.60028 1.85558 0.291
```

The net charge is +1. For the LUMO energy, the calculation gives -3.98 eV.

Most stable = 1

1.
ORCA calculation (the ωB97M-V functional and the def2-TZVPD basis) on a 2-piece molecular cluster, C3HCl2NS overall.

The geometry in XYZ format:
```
8
Properties=species:S:1:pos:R:3:mulliken_charge:R:1
C -1.26153 -0.21209 0.40772 0.541
C 1.08986 -0.49344 -1.12362 0.420
C -0.58689 0.81175 0.95477 -0.496
N -1.84004 -1.11597 -0.01930 -0.468
S 2.52211 -0.30548 -0.55642 -0.217
Cl 0.03621 -1.13527 -2.02948 -0.065
Cl 0.88189 0.72643 1.89207 -0.086
H -0.84161 1.72408 0.47425 0.371
```

For the LUMO energy (alpha / beta), the calculation gives -1.49 / -0.63 eV.

2.
ORCA calculation (the ωB97M-V functional and the def2-TZVPD basis) on a 2-piece molecular cluster, C3HCl2NS overall.

The geometry in XYZ format:
```
8
Properties=species:S:1:pos:R:3:mulliken_charge:R:1
C -1.20027 -0.06624 -0.33705 0.578
C 2.19891 -0.80505 -0.73627 0.267
C -1.09364 0.70914 0.78879 -0.428
N -1.31343 -0.52902 -1.39881 -0.429
S 2.20885 -0.39071 0.75204 -0.223
Cl 1.19916 -0.80120 -1.99607 -0.032
Cl -0.56950 0.16612 2.37429 -0.089
H -1.43009 1.71696 0.55308 0.356
```

For the LUMO energy (alpha / beta), the calculation gives -1.78 / -0.41 eV.

Most stable = 2

1.
ORCA calculation (the ωB97M-V functional and the def2-TZVPD basis) on an isolated ion of composition C4H8FN2O and charge +1.

The geometry in XYZ format:
```
16
Properties=species:S:1:pos:R:3:mulliken_charge:R:1
C -0.47491 1.17933 -0.08700 -1.354
C 0.22184 -0.10116 0.06417 1.183
C -0.62131 -1.28068 -0.37082 -1.376
N 1.51140 -0.22883 -0.71939 -0.399
C 2.69702 -0.09214 0.48385 0.445
F 3.90290 0.01548 0.12738 -0.123
N 2.03019 -0.28202 1.54893 0.087
O 0.70190 -0.25746 1.40498 -0.256
H -1.60396 1.22674 0.24972 0.321
H -0.36647 1.58896 -1.11596 0.296
H -0.26618 2.00375 0.61341 0.386
H -1.03629 -1.06747 -1.37144 0.349
H -1.54627 -1.38135 0.20645 0.368
H 0.07168 -2.09939 -0.37358 0.391
H 1.64704 0.30952 -1.55854 0.310
H 2.52989 -0.17459 2.56081 0.372
```

The net charge is +1. The SMILES is CC1(C)[NH+]=C(F)NO1. For the LUMO energy, the calculation gives -4.22 eV.

2.
ORCA calculation (the ωB97M-V functional and the def2-TZVPD basis) on an isolated ion of composition C4H8FN2O and charge +1.

The geometry in XYZ format:
```
16
Properties=species:S:1:pos:R:3:mulliken_charge:R:1
C -0.69063 1.10578 0.41261 -1.519
C -0.09247 -0.21439 0.14602 1.237
C 0.70592 -0.19818 -1.16274 -1.722
N 0.86625 -0.69633 1.16494 -0.097
C 0.44288 -1.87879 1.53003 0.342
F 1.12426 -2.62931 2.33540 -0.178
N -0.71691 -2.26739 0.93162 0.051
O -1.11657 -1.30461 0.13863 -0.279
H -0.70811 1.42803 1.56255 0.353
H -1.67387 1.15021 0.17005 0.405
H -0.11410 1.85973 0.00771 0.406
H 0.98910 -1.14613 -1.30792 0.525
H 1.53227 0.33537 -0.97041 0.520
H 0.17627 0.21004 -1.98927 0.372
H 1.69399 -0.22432 1.63971 0.310
H -1.24099 -3.16744 0.97559 0.275
```

The net charge is +1. The SMILES is CC1(C)[NH+]=C(F)NO1. For the LUMO energy, the calculation gives -3.37 eV.

Most stable = 2

1.
ORCA calculation (the ωB97M-V functional and the def2-TZVPD basis) on a 2-piece molecular cluster, C2H7O2 overall.

The geometry in XYZ format:
```
11
Properties=species:S:1:pos:R:3:mulliken_charge:R:1
C -0.30472 -0.14749 -0.33724 -0.216
O 0.77625 -0.78278 0.24913 -0.591
C 0.20437 0.91179 -1.35865 -0.927
H -0.87105 -0.88477 -0.93677 0.149
H -0.98932 0.25500 0.41344 0.267
H -0.20822 1.91899 -1.30990 0.282
H 1.24888 1.05689 -1.07825 0.263
H 0.12990 0.47742 -2.34576 0.219
H 0.56571 -0.93954 1.26039 0.477
H -0.74547 -0.92235 2.71567 0.166
O 0.19368 -0.94317 2.72793 -1.090
```

The net charge is -1. For the LUMO energy, the calculation gives 4.34 eV.

2.
ORCA calculation (the ωB97M-V functional and the def2-TZVPD basis) on C2H7O2 as an isolated structure.

The geometry in XYZ format:
```
11
Properties=species:S:1:pos:R:3:mulliken_charge:R:1
C -0.36522 -0.44603 -0.00758 -0.201
O 0.31278 0.35567 -0.95675 -0.703
C -1.64105 0.39863 0.63298 -0.970
H -0.45513 -1.52244 -0.45644 0.193
H 0.42830 -0.62512 0.80076 0.186
H -2.26409 0.78795 -0.17018 0.256
H -2.27113 -0.18589 1.24916 0.344
H -1.22939 1.24188 1.19110 0.224
H 1.47940 0.08744 -0.93805 0.435
H 3.32806 0.30289 -0.57299 0.184
O 2.67748 -0.39498 -0.77201 -0.950
```

The net charge is -1. For the LUMO energy, the calculation gives 4.46 eV.

Most stable = 1